# 1
DFT (ωB97M-V/def2-TZVPD) results for a structure of composition C19H25Br2ClIN3Pd in a non-equilibrium geometry.

XYZ file:
```
52
Properties=species:S:1:pos:R:3
Pd 1.7077 -1.3429 0.1713
Br 2.8813 -4.5268 0.0241
C 3.1537 -2.7465 0.6815
Br 3.4005 -0.1798 -1.4000
H 4.1186 -2.5068 0.2505
H 3.1960 -2.8655 1.7635
I -2.3396 0.8963 -3.5685
C -0.8987 -0.6015 -3.2490
C -0.1101 -1.0472 -4.3219
C 0.8805 -1.9708 -4.0547
C 1.0863 -2.4069 -2.7693
N 0.3888 -1.9051 -1.7268
C -0.6476 -1.0658 -1.9617
H -0.3115 -0.6349 -5.3141
H 1.4917 -2.4275 -4.8395
H 1.8537 -3.1355 -2.5191
H -1.2673 -0.8593 -1.1083
C 1.5274 3.4682 1.4924
C 1.5144 1.8919 1.4067
N 0.3951 1.4109 0.5801
C -0.8324 1.8840 1.2327
C -0.8541 3.4523 1.3793
N 0.3620 4.0525 0.7628
C 0.4505 3.6216 -0.6711
C 0.4905 2.0425 -0.7282
H 2.4543 3.9048 1.0988
H 1.4545 3.8065 2.5308
H 1.3722 1.4660 2.4080
H 2.4659 1.5902 0.9562
H -0.8770 1.4512 2.2520
H -1.7531 1.5431 0.6625
H -0.8852 3.7894 2.4164
H -1.6918 3.9403 0.8341
H 0.4150 5.0764 0.8625
H 1.3670 4.0307 -1.1320
H -0.4164 4.0396 -1.2079
H 1.4188 1.6921 -1.1872
H -0.3377 1.7302 -1.3703
Cl -5.2678 -2.3037 0.2574
C -3.7067 -2.3542 0.9162
C -2.7641 -3.3051 0.4508
C -1.4065 -3.1366 0.6992
C -0.9715 -2.0341 1.4848
C 0.4378 -1.8799 1.7791
C -1.9416 -1.2064 2.1230
C -3.2957 -1.4234 1.8739
H -3.0775 -4.0865 -0.2455
H -0.6303 -3.7876 0.3081
H 0.9318 -2.7985 2.1461
H 0.6939 -1.0187 2.4513
H -1.6010 -0.4529 2.8062
H -4.0249 -0.7704 2.3129
```

Calculated values
- charge = 0
- multiplicity = 1
- HOMO (eV) = -6.13
- Kohn-Sham gap (eV) = 5.1

# 2
DFT (ωB97M-V/def2-TZVPD) results for a structure of composition C19H25BrKN11O4 in a non-equilibrium geometry.

XYZ file:
```
61
Properties=species:S:1:pos:R:3
K 0.0438 -0.1256 -0.1939
N -2.9302 0.3689 1.8684
C -2.8739 -0.6878 0.8495
C -4.2435 -1.3417 0.5502
C -4.1800 -2.3063 -0.6683
C -3.5574 -3.6968 -0.4251
N -4.3663 -4.4947 0.5295
C -3.9999 -4.7830 1.7597
N -2.7547 -4.6419 2.1557
N -4.9494 -5.3331 2.5975
C -1.9247 -1.7817 1.3694
O -2.2713 -2.3112 2.4823
O -0.9600 -2.1088 0.6776
H -3.1425 -0.0648 2.7638
H -3.6729 1.0231 1.6527
H -2.4876 -0.2810 -0.0925
H -4.9649 -0.5501 0.3282
H -4.5798 -1.8632 1.4597
H -3.5710 -1.8292 -1.4443
H -5.1937 -2.4583 -1.0618
H -2.5495 -3.6002 -0.0340
H -3.4991 -4.2331 -1.3734
H -5.3641 -4.3739 0.4118
H -2.3953 -3.6236 2.0832
H -2.6082 -4.9916 3.0937
H -5.8940 -5.0691 2.3517
H -4.7596 -5.1145 3.5650
Br 3.0808 -2.6961 -1.1488
C 3.4742 -0.8777 -1.5978
C 4.4692 -0.6361 -2.5267
C 4.7468 0.6969 -2.8094
C 4.0384 1.6798 -2.1416
C 3.0517 1.3171 -1.2320
N 2.7694 0.0333 -0.9725
C 2.2725 2.4053 -0.4523
O 2.8510 3.5091 -0.3959
O 1.1829 2.0451 0.0292
H 5.0005 -1.4487 -2.9991
H 5.5095 0.9465 -3.5372
H 4.2230 2.7344 -2.2876
N 3.5274 -0.3852 4.9632
N 2.5601 -0.4259 3.9760
N 1.4046 0.1979 4.0802
C 0.8472 -0.1377 2.9266
N 1.6304 -0.9272 2.1858
N 2.7263 -1.1060 2.8546
H 4.0067 0.5058 4.9107
H 4.1800 -1.1227 4.7285
H -0.1377 0.1802 2.6283
N -1.7945 -0.2047 -2.1926
C -2.0773 -1.0310 -3.1448
C -2.7225 -0.6533 -4.4140
C -2.9968 -1.5562 -5.4137
C -2.7087 -2.9286 -5.2890
C -2.1193 -3.3547 -4.0877
C -1.8175 -2.4828 -3.0664
H -2.9634 0.3985 -4.5361
H -3.4532 -1.1968 -6.3377
H -2.9226 -3.6287 -6.0916
H -1.8900 -4.4154 -3.9599
H -1.3512 -2.8429 -2.1518
```

Calculated values
- charge = -2
- multiplicity = 1
- HOMO (spin up / spin down) (eV) = 1.72 / 1.69
- Kohn-Sham gap (spin up / spin down) (eV) = 1.9 / 1.9

# 3
DFT (ωB97M-V/def2-TZVPD) results for a structure of composition C19H25CdI2N14O.

XYZ file:
```
62
Properties=species:S:1:pos:R:3
Cd 0.0564 -0.6320 0.2751
I 1.6348 6.5099 -3.0251
C 1.0961 4.5407 -2.5611
C 0.0754 3.9206 -3.2700
C -0.2656 2.6254 -2.9401
I -1.8229 1.6702 -3.9645
C 0.3713 1.8718 -1.9139
O 0.0111 0.6824 -1.6350
C 1.4033 2.5624 -1.2073
C 2.1379 1.8671 -0.0886
N 1.2356 1.4589 1.0020
C 0.4581 2.5640 1.5391
C -0.9060 2.7005 0.8962
C -1.4962 3.9513 0.7345
C -2.7485 4.0317 0.1579
C -3.3784 2.8610 -0.2425
C -2.7153 1.6655 -0.0388
N -1.5114 1.5818 0.5209
C 1.7471 3.8628 -1.5422
H -0.4470 4.4415 -4.0603
H 2.6428 0.9680 -0.4533
H 2.9108 2.5484 0.2891
H 1.7544 1.0217 1.7553
H 0.3199 2.3987 2.6110
H 0.9862 3.5177 1.4190
H -0.9581 4.8431 1.0302
H -3.2217 4.9930 0.0035
H -4.3471 2.8752 -0.7227
H -3.1571 0.7274 -0.3605
H 2.5367 4.3557 -0.9864
N 0.9292 -1.9867 -1.3853
C -0.0910 -2.6779 -2.1773
C -1.1865 -3.1702 -1.2502
N -1.8549 -2.0212 -0.6250
C -2.8527 -2.3841 0.3741
C -2.2198 -2.4084 1.7622
N -1.6980 -1.0802 2.0565
H 1.4697 -2.7028 -0.8803
H 1.5476 -1.4601 -1.9916
H -0.5096 -1.9771 -2.9056
H 0.3245 -3.5321 -2.7179
H -1.8995 -3.7960 -1.8014
H -0.7306 -3.7846 -0.4694
H -2.2412 -1.4303 -1.3532
H -3.6499 -1.6347 0.3660
H -3.3131 -3.3534 0.1491
H -2.9547 -2.7677 2.4912
H -1.3808 -3.1087 1.7689
H -2.4339 -0.4229 2.2805
H -0.9966 -1.0620 2.7951
N 3.4554 -2.7304 1.5172
C 3.0052 -3.9275 0.9341
N 3.7729 -5.0047 0.8972
N 3.0243 -5.9045 0.2309
N 1.8909 -5.3764 -0.1078
N 1.8330 -4.1013 0.3456
C 2.6294 -1.9103 2.2603
N 3.0161 -1.4112 3.4323
N 1.9651 -0.7062 3.8640
N 1.0054 -0.7624 3.0052
N 1.4002 -1.5210 1.9331
H 4.3416 -2.8692 1.9803
```

Calculated values
- charge = -1
- multiplicity = 1
- HOMO (eV) = -5.01
- Kohn-Sham gap (eV) = 6.9

# 4
DFT (ωB97M-V/def2-TZVPD) results for a structure of composition C19H25ClFeIO2Sb.

XYZ file:
```
50
Properties=species:S:1:pos:R:3
Fe 0.2782 1.2848 -0.3698
I 0.4361 1.5497 2.5864
C 2.5012 1.2063 2.4634
C 3.2264 1.1900 3.6197
C 4.6198 0.9871 3.5777
C 5.2424 0.8109 2.3772
C 4.5052 0.8259 1.1671
C 5.1637 0.6482 -0.0738
C 4.4468 0.6691 -1.2341
C 3.0491 0.8627 -1.1973
C 2.3323 1.0429 -0.0310
C 3.0965 1.0235 1.1799
H 2.7350 1.3395 4.5723
H 5.1838 0.9796 4.5019
H 6.3148 0.6590 2.3272
H 6.2379 0.5011 -0.0774
H 4.9469 0.5389 -2.1873
H 2.5224 0.8760 -2.1481
C 0.2147 -3.4804 -0.1235
C -0.9122 -2.8445 -0.9307
Sb -1.4078 -0.8936 -0.1708
C -3.1148 -0.4157 -1.3846
C -3.9158 -1.5856 -1.9421
C -2.3520 -1.4927 1.6717
C -3.2565 -2.7161 1.6445
H 0.4902 -4.4615 -0.5171
H -0.0727 -3.6177 0.9221
H 1.1096 -2.8549 -0.1317
H -1.8094 -3.4669 -0.9148
H -0.6248 -2.7255 -1.9769
H -2.7291 0.2134 -2.1882
H -3.7391 0.2404 -0.7729
H -3.2925 -2.2483 -2.5459
H -4.7271 -1.2341 -2.5843
H -4.3629 -2.1929 -1.1535
H -2.8970 -0.6077 2.0099
H -1.5325 -1.6239 2.3823
H -4.1361 -2.5511 1.0209
H -3.6115 -2.9723 2.6461
H -2.7399 -3.5943 1.2511
Cl -2.4003 5.9519 -1.4905
C -3.1444 3.5469 -1.2178
C -1.9237 2.8444 -1.2067
O -1.4669 2.4568 -2.3859
O -1.2998 2.5697 -0.1367
H -3.6831 3.6486 -2.1428
H -3.6034 3.7908 -0.2769
C -0.1545 1.7626 -2.3950
H 0.5381 2.5143 -2.8001
H -0.2812 1.0447 -3.2135
```

Calculated values
- charge = -1
- multiplicity = 6
- HOMO (spin up / spin down) (eV) = -3.63 / -5.14
- Kohn-Sham gap (spin up / spin down) (eV) = 6.0 / 7.4

Asked for relative energy (zero: lowest compared OMol25 entry of this formula, charge and spin) across the records above, the calculation gives 0.000; 5.618; 0.022; 0.182 eV in order.